No. 1
Computed, not measured: a molecular structure, C30H27Co2N2O7 at a distorted geometry, with ωB97M-V/def2-TZVPD.

Structure (ORCA input):
```
! RIJCOSX wB97M-V def2-TZVPD def2/J DEFGRID3
* xyz -1 1
C 5.276 -0.440 1.183
N 4.085 0.304 0.866
C 4.142 1.665 0.692
O 5.159 2.347 0.641
C 2.712 2.160 0.549
C 2.371 3.044 1.754
C 0.995 3.655 1.718
C 0.581 4.378 0.591
C -0.733 4.856 0.522
C -1.620 4.622 1.578
C -1.182 3.953 2.727
C 0.134 3.497 2.809
N 1.956 0.895 0.439
C 0.648 0.929 0.228
C -0.262 -0.206 -0.025
C -1.720 0.084 0.399
C -2.422 -0.859 1.148
C -3.789 -0.688 1.385
C -4.448 0.447 0.913
C -3.726 1.442 0.254
C -2.357 1.261 0.004
C 2.745 -0.245 0.984
C 2.620 -1.543 0.202
C 2.334 -0.477 2.446
H 6.139 0.116 0.813
H 5.384 -0.592 2.266
H 5.237 -1.415 0.696
H 2.609 2.730 -0.392
H 2.508 2.468 2.684
H 3.130 3.849 1.753
H 1.290 4.555 -0.224
H -1.051 5.411 -0.363
H -2.650 4.976 1.510
H -1.858 3.792 3.567
H 0.515 2.999 3.705
H 0.248 1.931 0.057
H 0.063 -1.074 0.560
H -1.889 -1.737 1.531
H -4.328 -1.456 1.940
H -5.526 0.555 1.041
H -4.208 2.356 -0.086
H -1.791 2.048 -0.495
H 2.779 -1.368 -0.867
H 3.382 -2.242 0.566
H 1.642 -2.002 0.364
H 2.573 0.403 3.061
H 1.250 -0.666 2.504
H 2.870 -1.353 2.842
O -5.350 -2.257 -1.413
C -4.444 -2.838 -1.833
Co -3.048 -3.665 -2.520
C -2.435 -4.587 -1.128
O -2.008 -5.169 -0.225
C -4.149 -4.683 -3.454
O -4.853 -5.334 -4.099
C -2.077 -1.861 -2.637
C -0.889 -1.510 -2.118
C -0.143 -0.420 -1.522
Co -0.670 -2.957 -3.110
C 0.605 -3.670 -2.120
O 1.492 -4.110 -1.515
C 0.260 -2.637 -4.591
O 0.870 -2.562 -5.570
C -1.401 -4.482 -3.805
O -1.320 -5.436 -4.475
H -2.764 -1.120 -3.085
H 0.917 -0.581 -1.768
H -0.410 0.516 -2.053
*
```

Values from the calculation:
- highest occupied orbital energy (eV) = -1.26
- gap between HOMO and LUMO (hartree) = 0.1181
- E_tot (eV) = -124110.9641

=====

No. 2
Computed, not measured: a molecular structure, C4H7MgO4 at a distorted geometry, with ωB97M-V/def2-TZVPD.

Structure (ORCA input):
```
! RIJCOSX wB97M-V def2-TZVPD def2/J DEFGRID3
* xyz 0 2
O -0.721 1.225 1.492
C 0.124 1.669 0.609
O 1.219 0.935 0.574
Mg 1.929 2.300 2.047
O 0.235 2.842 0.228
C -1.648 -0.171 0.662
H -2.090 0.381 -0.178
H -1.856 -1.248 0.711
H -2.314 -0.080 1.532
C 0.820 -0.552 -1.240
C -0.135 -1.476 -0.800
O 2.125 -0.884 -1.459
H 0.509 0.182 -1.989
H 0.199 -2.137 0.008
H -0.900 -1.725 -1.538
H 2.505 -1.263 -0.658
*
```

Values from the calculation:
- energy above the lowest of the compared OMol25 structures with the same formula, charge and spin (eV) = 6.127
- highest occupied orbital energy (alpha / beta) (eV) = -7.39 / -7.69
- gap between HOMO and LUMO (alpha / beta) (hartree) = 0.2545 / 0.2378
- E_tot (eV) = -17889.2770

=====

No. 3
Computed, not measured: a molecular structure, C3H8N2 at a distorted geometry, with ωB97M-V/def2-TZVPD.

Structure (ORCA input):
```
! RIJCOSX wB97M-V def2-TZVPD def2/J DEFGRID3
* xyz 0 1
C -0.286 0.103 -1.110
C 1.754 0.190 0.262
C -1.761 -0.328 1.063
H 0.508 0.328 -1.766
H -1.210 0.665 -1.324
H -0.566 -1.004 -1.234
H 1.817 -0.429 1.353
H 2.317 -0.646 -0.760
H 2.221 1.392 0.190
H -2.178 -0.415 -0.010
H -2.393 -0.519 1.953
N 0.291 0.457 0.145
N -0.513 0.207 1.238
*
```

Values from the calculation:
- energy above the lowest of the compared OMol25 structures with the same formula, charge and spin (eV) = 5.567
- highest occupied orbital energy (eV) = -8.41
- gap between HOMO and LUMO (hartree) = 0.3408
- E_tot (eV) = -6216.2800

=====

No. 4
Computed, not measured: a molecular structure, C3H3ClFNO at a distorted geometry, with ωB97M-V/def2-TZVPD.

Structure (ORCA input):
```
! RIJCOSX wB97M-V def2-TZVPD def2/J DEFGRID3
* xyz 0 1
C 0.868 0.238 0.306
C 0.088 -1.037 -0.320
C -0.329 1.080 0.012
H -0.136 -2.006 0.197
H 0.319 -1.106 -1.483
H -2.368 -0.200 0.099
N -1.094 -0.059 -0.275
O -0.667 2.257 0.052
F 0.848 0.128 1.654
Cl 2.472 0.706 -0.241
*
```

Values from the calculation:
- energy above the lowest of the compared OMol25 structures with the same formula, charge and spin (eV) = 2.274
- highest occupied orbital energy (eV) = -10.16
- gap between HOMO and LUMO (hartree) = 0.3795
- E_tot (eV) = -21934.4473

=====

No. 5
Computed, not measured: 2 unconnected molecules or ions with the total composition C5H9NO, with ωB97M-V/def2-TZVPD.

Structure (ORCA input):
```
! RIJCOSX wB97M-V def2-TZVPD def2/J DEFGRID3
* xyz 0 1
C -1.449 -0.909 -1.629
C -0.772 -0.101 -0.581
C 0.443 0.793 -0.649
N 0.332 0.877 0.820
C 1.101 1.268 1.745
C -0.962 0.006 0.785
O -1.599 -0.299 1.770
H -1.925 -0.290 -2.401
H -2.225 -1.531 -1.173
H -0.742 -1.578 -2.141
H 1.267 -1.640 0.485
H 1.400 0.346 -0.959
H 0.342 1.785 -1.115
H 1.962 -1.571 0.749
H 2.056 1.738 1.524
H 0.772 1.106 2.769
*
```

Values from the calculation:
- energy above the lowest of the compared OMol25 structures with the same formula, charge and spin (eV) = 3.938
- highest occupied orbital energy (alpha / beta) (eV) = -7.45 / -7.45
- gap between HOMO and LUMO (alpha / beta) (hartree) = 0.2768 / 0.2769
- E_tot (eV) = -8865.2750

=====

No. 6
Computed, not measured: a molecular structure, C12H20IrN4OS, with ωB97M-V/def2-TZVPD.

Structure (ORCA input):
```
! RIJCOSX wB97M-V def2-TZVPD def2/J DEFGRID3
* xyz 1 1
Ir -0.205 0.277 0.452
C 2.156 -0.057 -3.229
C 1.259 0.310 -2.094
N 1.280 -0.266 -0.947
N 2.007 -1.403 -0.703
C 1.442 -2.294 0.143
N 2.103 -3.416 0.397
S -0.107 -2.030 0.841
C 0.114 1.227 -2.226
C -0.118 2.007 -3.345
C -1.303 2.717 -3.448
C -2.234 2.615 -2.431
C -1.949 1.831 -1.328
N -0.805 1.152 -1.226
H 3.184 -0.190 -2.891
H 2.172 0.710 -3.996
H 1.814 -0.986 -3.693
H 2.811 -1.629 -1.272
H 3.019 -3.612 0.028
H 1.692 -4.085 1.028
H 0.620 2.063 -4.130
H -1.494 3.337 -4.313
H -3.173 3.148 -2.469
H -2.629 1.742 -0.495
C -1.756 0.732 1.718
H -1.410 0.544 2.743
H -2.650 0.120 1.575
H -2.031 1.788 1.674
C 0.834 3.328 2.744
C 1.227 2.153 1.863
C 2.706 2.163 1.504
O 0.427 2.147 0.705
H 1.434 3.355 3.655
H -0.219 3.263 3.015
H 0.991 4.259 2.196
H 1.021 1.223 2.445
H 2.942 3.073 0.949
H 2.954 1.305 0.875
H 3.334 2.129 2.396
*
```

Values from the calculation:
- energy above the lowest of the compared OMol25 structures with the same formula, charge and spin (eV) = 0.749
- highest occupied orbital energy (alpha / beta) (eV) = -10.93 / -10.93
- gap between HOMO and LUMO (alpha / beta) (hartree) = 0.2500 / 0.2500
- E_tot (eV) = -34443.8670